125
Properties=species:S:1:pos:R:3:forces:R:3 method="wB97M-V/def2-TZVPD" mol_weight_da=1238.50 homo_lumo_gap_ha="0.2113 / 0.1750" relative_energy_kcal_mol=45.3 e_homo_ha="-0.287 / -0.368" multiplicity=6 charge=+1 lumo_ha="-0.0754 / -0.1926"
Ir -0.41068 -1.19394 -0.02447 0.308 -0.802 0.062
C -4.68871 0.94700 -3.24476 0.001 -0.032 -0.035
C -3.67213 -0.05981 -2.70073 -0.033 0.099 0.000
C -4.34150 -1.37977 -2.31904 -0.046 -0.014 -0.032
P -2.53171 0.54783 -1.36467 0.007 0.060 -0.073
C -1.60436 1.80647 -2.39121 0.061 -0.041 0.081
N -0.59330 2.41932 -1.57005 -0.060 0.195 -0.007
Ge 0.18905 1.12733 0.14303 -0.025 0.125 0.072
N 2.04093 1.37969 -0.20861 -0.021 0.010 -0.023
C 2.75909 0.25704 -0.77529 -0.015 0.028 0.031
P 1.60831 -1.00649 -1.48857 -0.026 0.143 -0.029
C 1.21975 -0.25311 -3.13637 -0.011 -0.049 -0.003
C 0.10537 -1.02697 -3.84695 0.009 0.022 -0.030
C 2.39425 0.02400 -4.07444 -0.045 0.029 -0.008
C 2.78070 -2.43814 -1.74099 0.020 0.043 0.007
C 4.25675 -2.03266 -1.85554 -0.015 -0.061 -0.046
C 2.42347 -3.34453 -2.92698 0.022 -0.023 0.038
C 2.74860 2.27395 0.57602 -0.034 0.012 -0.011
C 4.08257 2.13104 0.96371 0.092 0.067 0.049
C 4.65428 3.04244 1.84471 -0.047 -0.047 -0.050
C 3.92619 4.10695 2.35782 0.062 -0.015 0.001
C 2.61406 4.28690 1.94416 -0.087 0.053 0.001
C 2.05418 3.39488 1.05058 0.046 -0.095 -0.058
N 0.72408 3.55193 0.49740 0.048 0.282 0.104
C 0.70798 4.21571 -0.77761 -0.078 -0.126 0.000
C 1.40873 5.37276 -1.01877 0.095 0.111 -0.012
C 1.29542 6.01151 -2.25286 -0.055 -0.035 -0.050
C 0.46635 5.49128 -3.25402 0.077 0.048 0.074
C -0.22355 4.32297 -3.04146 -0.001 0.011 0.009
C -0.08894 3.63054 -1.80918 -0.040 -0.138 -0.048
C -0.26679 3.94188 1.43103 0.005 -0.240 -0.050
C -0.90616 5.15735 1.40692 -0.077 0.173 0.007
C -1.83176 5.47786 2.40052 0.019 -0.024 0.005
C -2.11227 4.57880 3.44004 0.019 0.018 -0.048
C -1.51986 3.34440 3.46368 -0.010 0.006 -0.010
C -0.62171 2.95411 2.42379 0.045 -0.075 0.026
N -0.18095 1.71781 2.23776 -0.075 0.040 -0.058
C -0.69211 0.63378 3.05799 0.002 0.073 -0.005
P -0.34054 -1.05329 2.36433 -0.023 -0.041 0.013
C 1.29262 -1.48372 3.12236 -0.007 0.090 0.021
C 2.32276 -0.43614 2.70255 -0.023 -0.043 -0.008
C 1.32735 -1.65554 4.64015 0.057 0.037 0.000
C -1.63801 -2.02378 3.26681 0.037 0.014 -0.027
C -1.98099 -1.61032 4.70200 -0.046 -0.038 0.009
C -1.34617 -3.52391 3.16077 0.033 -0.020 0.069
C -3.43971 1.67665 -0.18275 -0.017 0.054 -0.063
C -3.69046 3.11337 -0.65142 0.002 -0.015 0.099
C -4.73149 1.04813 0.34507 -0.064 0.074 0.004
H -5.20009 0.50912 -4.10554 0.008 0.022 0.018
H -4.22908 1.87856 -3.57946 -0.007 -0.019 0.010
H -5.45212 1.18976 -2.50562 0.021 -0.007 -0.019
H -2.95643 -0.27812 -3.50338 0.013 -0.024 -0.004
H -5.01264 -1.26341 -1.46769 0.015 -0.008 -0.013
H -3.60936 -2.14906 -2.07066 -0.002 0.027 -0.002
H -4.93040 -1.74290 -3.16408 0.004 0.005 0.015
H -2.27469 2.54846 -2.82642 -0.029 0.051 -0.027
H -1.14823 1.24725 -3.21505 0.027 -0.010 -0.005
H 3.34732 -0.26960 -0.01912 0.012 -0.048 0.066
H 3.46629 0.60246 -1.53308 0.038 -0.001 -0.032
H 0.82708 0.72257 -2.82342 -0.012 -0.019 -0.004
H 0.49037 -1.94520 -4.29018 -0.007 0.029 0.008
H -0.31485 -0.42707 -4.66085 0.014 -0.009 0.032
H -0.69169 -1.31348 -3.15640 -0.009 0.016 0.010
H 2.84368 -0.89465 -4.44487 0.011 -0.031 -0.004
H 3.17406 0.62600 -3.60738 -0.003 -0.004 -0.008
H 2.03187 0.57984 -4.94365 0.022 -0.015 0.021
H 2.67068 -3.00929 -0.81762 -0.051 -0.002 0.019
H 4.43968 -1.36114 -2.69516 -0.012 0.004 -0.002
H 4.83785 -2.93954 -2.03646 -0.004 0.018 0.007
H 4.65358 -1.57715 -0.95126 0.016 0.022 0.028
H 2.78669 -2.92319 -3.86521 -0.024 0.015 -0.005
H 1.35989 -3.54493 -2.99723 -0.015 -0.002 -0.007
H 2.92629 -4.30474 -2.79015 0.013 0.033 -0.003
H 4.67474 1.30420 0.59622 -0.013 0.014 0.007
H 5.68661 2.90772 2.14176 -0.016 -0.004 -0.005
H 4.37839 4.79916 3.05448 -0.006 -0.012 -0.008
H 2.03000 5.12648 2.30901 0.017 -0.044 -0.020
H 2.04015 5.79047 -0.24314 -0.031 -0.027 -0.049
H 1.84482 6.92643 -2.43065 -0.011 -0.014 0.001
H 0.38433 6.00270 -4.20406 0.006 -0.009 0.022
H -0.83025 3.89120 -3.82563 0.005 0.010 0.001
H -0.67245 5.87849 0.63202 -0.021 -0.061 0.064
H -2.31533 6.44545 2.38105 -0.003 -0.017 0.004
H -2.80783 4.85874 4.21978 0.011 0.002 -0.013
H -1.75286 2.64404 4.25313 0.008 0.007 -0.008
H -1.78348 0.69965 3.10445 -0.042 0.022 -0.009
H -0.32350 0.71034 4.08538 0.035 0.024 0.011
H 1.53812 -2.43286 2.64318 0.029 -0.026 -0.031
H 2.12307 0.54084 3.15589 0.011 -0.034 -0.006
H 2.32467 -0.31498 1.62303 0.020 0.025 0.027
H 3.32220 -0.74363 3.01713 -0.021 -0.001 -0.004
H 0.96807 -0.76928 5.17128 0.014 -0.025 -0.026
H 2.36579 -1.80638 4.94454 -0.019 0.001 0.010
H 0.76316 -2.51694 4.98379 -0.051 -0.027 0.003
H -2.52937 -1.81654 2.67367 -0.048 0.022 -0.050
H -1.16069 -1.74265 5.40195 0.021 -0.015 -0.009
H -2.80262 -2.24442 5.04300 0.016 0.021 0.009
H -2.33071 -0.57900 4.77539 0.015 -0.023 -0.003
H -0.53428 -3.82028 3.82695 -0.003 0.024 0.019
H -1.06460 -3.82024 2.15288 0.002 0.001 0.028
H -2.23514 -4.08717 3.44974 0.016 0.010 0.000
H -2.73598 1.72782 0.65797 0.028 -0.017 0.040
H -4.32637 3.15023 -1.53471 -0.034 -0.009 -0.044
H -2.76836 3.65770 -0.86697 -0.032 -0.032 0.013
H -4.20791 3.65946 0.14325 0.020 -0.014 -0.032
H -5.50906 1.03665 -0.42062 0.029 0.004 0.037
H -5.10702 1.64987 1.17678 -0.008 -0.016 -0.022
H -4.58478 0.03172 0.69612 -0.007 0.023 0.012
I 2.22954 -10.09454 -0.33507 -0.007 0.026 0.001
C 1.64860 -8.08972 -0.32865 0.003 -0.001 0.007
C 0.83979 -7.60726 -1.34831 -0.026 0.027 -0.025
C 0.46205 -6.27284 -1.34245 -0.001 -0.045 -0.020
C 0.88187 -5.42643 -0.32343 0.040 -0.001 0.018
C 1.68490 -5.92497 0.69513 0.015 -0.054 0.024
C 2.07547 -7.25661 0.69586 0.007 0.047 0.014
C 0.47915 -3.98039 -0.34388 0.003 -0.058 0.082
O -0.09571 -3.53191 -1.35135 -0.101 0.074 -0.078
O 0.77562 -3.27354 0.67358 -0.036 0.094 -0.070
H 0.50669 -8.26713 -2.13802 0.004 0.014 0.007
H -0.16915 -5.87300 -2.12529 0.011 -0.012 0.007
H 2.00241 -5.25938 1.48758 -0.003 -0.015 -0.008
H 2.70524 -7.64298 1.48570 -0.008 0.007 -0.002
F -2.37969 -3.63160 0.15634 -0.039 0.065 0.043
B -2.25328 -2.30389 0.23908 -0.005 0.154 -0.050
F -3.43981 -1.73284 0.59863 0.083 -0.089 -0.015